Formula: C8H14N2
Source: the OMol25 dataset
Level of theory: ωB97M-V with the def2-TZVPD basis set

**HOMO energy**: -6.5 eV
**E**: -11501.386 eV
**ΔE to the lowest compared entry with this formula, charge and spin**: 48.3 kcal/mol
**SMILES string**: C1=C2NCCCN2CCC1

Last columns: bonded neighbours and bond lengths (Å).
Atoms and positions in Å:
1 C 0.1073 -1.6119 -2.0877  H17 1.160, H19 1.082, C23 1.534, C24 1.534
2 H 1.1821 2.3610 0.5630  C8 1.114
3 H 1.7669 0.8196 1.5141  C8 1.150
4 H -0.8236 -2.8143 -0.4025  C23 1.097
5 H -0.1370 2.3040 2.4753  C6 1.083
6 C -0.3340 1.5224 1.7517  H5 1.083, C8 1.499, H11 1.076, C12 1.551
7 H -0.7983 -1.9167 1.9263  N18 1.029
8 C 0.9183 1.3494 0.9467  H2 1.114, H3 1.150, C6 1.499, N21 1.424
9 H -1.1785 0.0354 -2.2893  C24 1.142
10 C -0.1642 -0.8125 0.2795  N18 1.376, N21 1.409, C23 1.407
11 H -1.1578 1.8403 1.1372  C6 1.076
12 C -0.8551 0.2084 2.3889  C6 1.551, H14 1.010, N18 1.453, H22 1.082
13 C 0.7258 0.7235 -1.3738  H15 1.125, H20 1.133, N21 1.411, C24 1.495
14 H -1.7946 0.3021 2.7463  C12 1.010
15 H 1.8151 0.4974 -1.5439  C13 1.125
16 H 0.4345 0.0011 -3.2986  C24 1.072
17 H -0.5611 -2.2873 -2.7528  C1 1.160
18 N -0.6210 -0.9680 1.5683  H7 1.029, C10 1.376, C12 1.453
19 H 1.1437 -1.8560 -2.2819  C1 1.082
20 H 0.5984 1.8278 -1.5902  C13 1.133
21 N 0.4475 0.4196 -0.0237  C8 1.424, C10 1.409, C13 1.411
22 H -0.3513 0.0319 3.3298  C12 1.082
23 C -0.3169 -1.8696 -0.6361  C1 1.534, H4 1.097, C10 1.407
24 C -0.0465 -0.1076 -2.3467  C1 1.534, H9 1.142, C13 1.495, H16 1.072